#i
A molecular structure, C7H6O. Source: OMol25; level of theory: ωB97M-V/def2-TZVPD.

Calculated values
* orbital gap: 9.9 eV

Geometry as ORCA input:
```
! RIJCOSX wB97M-V def2-TZVPD def2/J DEFGRID3
* xyz 0 1
C -2.31110 0.53789 0.36945
C -2.58175 -1.23908 -0.05930
C -1.37973 -0.73327 -0.01397
C -0.22303 0.26574 -0.20619
C -1.22176 1.30646 0.07170
C 1.30500 0.28310 -0.23138
C 2.01643 -1.04274 0.16881
O 0.59213 0.24628 -1.42973
H -3.21145 1.02695 0.50619
H -1.06368 2.37411 0.14723
H 1.81986 1.23464 0.03028
H 2.32018 -1.51955 -0.74573
H 1.13119 -1.58896 0.54881
H 2.80770 -1.15158 0.84381
*
```



#ii
C7H6O in the gas phase. Source: OMol25; level of theory: ωB97M-V/def2-TZVPD.

Calculated values
* structure (SMILES): C=C1C=C=COC1=C
* orbital gap: 7.9 eV

Geometry as ORCA input:
```
! RIJCOSX wB97M-V def2-TZVPD def2/J DEFGRID3
* xyz 0 1
C -0.81873 0.05885 -0.20579
C 0.55061 -0.26611 0.44677
C 0.33436 1.61372 -1.45811
C 1.58524 -0.25880 -0.58814
C -1.94964 -0.56342 0.12520
C 0.65446 -0.67273 1.71150
O -0.84334 0.94343 -1.25085
C 1.43265 0.90075 -1.21529
H 0.23900 2.61747 -1.82157
H 2.25342 -1.07678 -0.79590
H -1.97615 -1.26799 0.93420
H -2.87549 -0.33463 -0.37135
H -0.19551 -0.73476 2.36921
H 1.60912 -0.95900 2.12013
*
```



Energy above the most stable structure, in hartree: #i 0.1246; #ii 0.0000



#i
C6H4O in the gas phase. Source: OMol25; level of theory: ωB97M-V/def2-TZVPD.

Calculated values
* orbital gap: 8.9 eV

Geometry as ORCA input:
```
! RIJCOSX wB97M-V def2-TZVPD def2/J DEFGRID3
* xyz 0 1
C 3.30888 -0.60466 -0.13582
C 2.08551 -0.63360 0.17190
C 0.74741 -0.38310 0.14579
C 0.05878 0.89349 0.28648
C -1.37986 0.59423 0.16207
C -1.43558 -0.67968 -0.23625
O -0.18906 -1.25855 -0.31467
H 0.72246 0.75500 -0.76001
H 0.42799 1.74421 0.85561
H -2.22215 1.25421 0.34703
H -2.25158 -1.31734 -0.54666
*
```



#ii
C6H4O in the gas phase. Source: OMol25; level of theory: ωB97M-V/def2-TZVPD.

Calculated values
* structure (SMILES): C#Cc1ccco1
* orbital gap: 9.2 eV

Geometry as ORCA input:
```
! RIJCOSX wB97M-V def2-TZVPD def2/J DEFGRID3
* xyz 0 1
C -2.13971 -0.36804 1.47235
C -0.93217 -0.33666 1.53782
C 0.30629 -0.36509 0.81908
C 0.13226 -0.77736 -0.47038
C 0.81458 0.14208 -1.29099
C 1.47892 0.96556 -0.43476
O 1.19646 0.67251 0.85392
H -3.17254 -0.39428 1.19490
H -0.58174 -1.54336 -0.72557
H 0.69340 0.25780 -2.35729
H 2.20426 1.74685 -0.59907
*
```



Energy above the most stable structure, in hartree: #i 0.0888; #ii 0.0000



#i
C3H5N3 in the gas phase. Source: OMol25; level of theory: ωB97M-V/def2-TZVPD.

Calculated values
* structure (SMILES): C1=NCC=NN1
* orbital gap: 8.7 eV

Geometry as ORCA input:
```
! RIJCOSX wB97M-V def2-TZVPD def2/J DEFGRID3
* xyz 0 1
C 1.20170 0.02194 0.36832
C 0.64021 -0.58060 -0.87705
C -0.87193 0.71206 0.62366
H 2.14164 0.52160 0.18831
H 1.31543 -0.87080 1.10813
H 1.39533 -1.23235 -1.47745
H -2.45861 -0.20191 -0.55554
H -1.73477 1.09538 1.28642
N -0.59383 -0.39775 -1.29343
N -1.32280 0.09804 -0.47484
N 0.28763 0.83439 1.10348
*
```



#ii
C3H5N3 in the gas phase. Source: OMol25; level of theory: ωB97M-V/def2-TZVPD.

Calculated values
* structure (SMILES): Cn1cncn1
* orbital gap: 10.4 eV

Geometry as ORCA input:
```
! RIJCOSX wB97M-V def2-TZVPD def2/J DEFGRID3
* xyz 0 1
C 1.16230 1.25425 0.47153
N -0.04868 0.35541 0.16927
C 0.00685 -0.45057 -0.88001
N -0.88831 -1.39739 -1.00381
C -1.67213 -1.31095 0.11156
N -1.40409 -0.37801 0.99386
H 1.01029 2.33407 0.30734
H 1.49289 1.12417 1.50187
H 2.04143 0.99388 -0.15792
H 0.76345 -0.43690 -1.65319
H -2.46400 -2.08795 0.13950
*
```



Energy above the most stable structure, in hartree: #i 0.0428; #ii 0.0000



#i
2 unconnected molecules or ions with the total composition C3H5N3. Source: OMol25; level of theory: ωB97M-V/def2-TZVPD.

Calculated values
* orbital gap: 8.4 eV

Geometry as ORCA input:
```
! RIJCOSX wB97M-V def2-TZVPD def2/J DEFGRID3
* xyz 0 1
C 0.08050 -0.52816 0.01202
C -1.06683 0.24971 0.55058
C -0.87239 0.00626 -0.96278
N 3.83907 -0.44473 -0.13148
N 1.98943 0.90470 0.27521
N 2.82265 0.17020 0.12551
H -1.87433 -0.26103 1.04825
H -1.22655 1.34764 0.66924
H -0.58400 0.89691 -1.54241
H -1.52339 -0.73178 -1.65490
H 4.18227 -1.01676 0.61932
*
```



#ii
C3H5N3 in the gas phase. Source: OMol25; level of theory: ωB97M-V/def2-TZVPD.

Calculated values
* structure (SMILES): Nc1cc[nH]n1
* orbital gap: 9.3 eV

Geometry as ORCA input:
```
! RIJCOSX wB97M-V def2-TZVPD def2/J DEFGRID3
* xyz 0 1
N -1.96484 -0.39231 0.27499
C -0.68007 -0.01457 -0.04226
N 0.03543 -1.12682 -0.12401
N 1.29987 -0.74461 0.02559
C 1.40485 0.59796 0.01638
C 0.13639 1.13507 -0.04096
H -2.74640 0.10209 -0.15007
H -1.71074 -1.39053 0.20127
H 1.99833 -1.41383 -0.23726
H 2.36570 1.06771 0.08484
H -0.13851 2.17984 -0.00850
*
```



Energy above the most stable structure, in hartree: #i 0.2181; #ii 0.0000



#i
A molecular structure, C3H5N3. Source: OMol25; level of theory: ωB97M-V/def2-TZVPD.

Calculated values
* orbital gap: 9.7 eV

Geometry as ORCA input:
```
! RIJCOSX wB97M-V def2-TZVPD def2/J DEFGRID3
* xyz 0 1
C 1.64456 -0.31933 0.14714
N 0.33992 -0.66364 -0.18670
C -0.73137 -0.04087 -0.12540
N -0.98981 1.15135 0.35511
C -1.79807 -0.83894 -0.56879
N -2.70767 -1.41742 -0.92615
H 2.20729 -1.22039 -0.10941
H 1.92608 0.49103 -0.53397
H 1.79289 -0.19597 1.22141
H 0.22558 1.56318 0.58128
H -1.90941 1.49099 0.14547
*
```



#ii
C3H5N3 in the gas phase. Source: OMol25; level of theory: ωB97M-V/def2-TZVPD.

Calculated values
* structure (SMILES): Cn1cnnc1
* orbital gap: 10.4 eV

Geometry as ORCA input:
```
! RIJCOSX wB97M-V def2-TZVPD def2/J DEFGRID3
* xyz 0 1
C -1.44326 -0.17594 0.00531
N -0.02421 -0.09827 0.12149
C 0.58456 1.10709 0.00777
N 1.86283 0.95182 -0.16578
N 2.12310 -0.37545 -0.12133
C 0.98745 -0.98300 0.05619
H -1.70885 -0.83346 -0.80004
H -1.52011 0.90375 -0.49890
H -1.94797 -0.49310 0.92231
H 0.21198 2.04298 0.36632
H 0.87449 -2.04640 0.10666
*
```



Energy above the most stable structure, in hartree: #i 0.0532; #ii 0.0000



#i
A molecular structure, C3H5N3. Source: OMol25; level of theory: ωB97M-V/def2-TZVPD.

Calculated values
* orbital gap: 7.9 eV

Geometry as ORCA input:
```
! RIJCOSX wB97M-V def2-TZVPD def2/J DEFGRID3
* xyz 0 1
N 1.68418 -0.07319 -1.05766
C 0.60485 -0.46022 -0.45370
N -0.81525 1.54665 -0.72699
N -1.25582 1.03313 0.28991
C -0.73331 -0.08740 1.02512
C -0.17954 -1.18827 0.31130
H 2.57889 -0.54173 -0.96710
H 1.64359 0.78678 -1.59450
H -2.16368 1.33505 0.69217
H -1.00585 -0.09875 2.07854
H -0.36025 -2.25890 0.42066
*
```



#ii
C3H5N3 in the gas phase. Source: OMol25; level of theory: ωB97M-V/def2-TZVPD.

Calculated values
* structure (SMILES): Cc1cnn[nH]1
* orbital gap: 10.5 eV

Geometry as ORCA input:
```
! RIJCOSX wB97M-V def2-TZVPD def2/J DEFGRID3
* xyz 0 1
C -1.48501 -0.08940 0.05212
C 0.00042 0.07425 0.03877
C 0.87449 1.10988 -0.03743
N 2.15922 0.61708 0.05605
N 2.11973 -0.65870 0.12207
N 0.78758 -1.03040 0.15431
H -1.97599 0.77423 -0.39447
H -1.84050 -0.98687 -0.47653
H -1.82616 -0.17869 1.08834
H 0.66448 2.15570 -0.16140
H 0.51104 -1.77099 -0.45891
*
```



Energy above the most stable structure, in hartree: #i 0.1751; #ii 0.0000